Entry 1:
# C67H126N20O13

A 20-piece molecular cluster, C67H126N20O13 overall at a distorted geometry (ωB97M-V with the def2-TZVPD basis set, OMol25).

```
226
Properties=species:S:1:pos:R:3:mulliken_charge:R:1
C 7.10 -1.70 -2.73 0.080
O 6.71 -2.72 -3.31 -0.611
N 7.18 -0.39 -3.16 0.157
C 6.88 -0.06 -4.57 -0.964
C 7.64 0.70 -2.28 -0.785
H 7.37 -1.78 -1.66 0.342
H 7.00 -0.94 -5.18 0.375
H 7.51 0.78 -4.84 0.415
H 5.83 0.29 -4.73 0.173
H 6.96 1.56 -2.33 0.218
H 7.74 0.35 -1.24 0.289
H 8.65 0.98 -2.57 0.384
C -2.96 5.15 -2.70 -0.063
O -2.20 6.12 -2.89 -1.048
N -3.88 4.74 -3.53 0.516
C -3.96 5.47 -4.83 -1.014
C -4.73 3.59 -3.17 -1.252
H -2.99 4.62 -1.73 0.446
H -3.12 5.14 -5.41 0.256
H -3.89 6.56 -4.68 0.312
H -4.94 5.26 -5.24 0.402
H -4.67 2.79 -3.91 0.378
H -4.59 3.25 -2.16 0.375
H -5.74 4.03 -3.14 0.458
C -1.68 -8.33 -2.75 -0.004
O -0.97 -8.91 -3.51 -0.547
N -1.46 -7.07 -2.30 0.225
C -2.33 -6.44 -1.27 -0.759
C -0.16 -6.44 -2.54 -0.171
H -2.63 -8.75 -2.37 0.287
H -2.21 -5.36 -1.36 0.062
H -2.08 -6.80 -0.26 0.263
H -3.39 -6.72 -1.44 0.497
H -0.31 -5.42 -2.19 -0.797
H 0.67 -6.94 -2.04 0.381
H 0.06 -6.42 -3.64 0.402
C -5.17 6.13 -0.77 0.039
O -6.10 5.41 -1.03 -0.565
N -4.38 6.00 0.35 0.109
C -3.07 6.61 0.45 -0.923
C -4.63 4.79 1.19 -1.015
H -4.82 6.99 -1.44 0.393
H -2.31 5.86 0.35 0.241
H -2.99 7.14 1.40 0.298
H -2.95 7.35 -0.34 0.366
H -5.71 4.68 1.19 0.272
H -4.07 3.93 0.80 0.399
H -4.22 5.04 2.16 0.359
C 2.47 8.68 0.73 0.126
O 3.11 9.23 1.62 -0.630
N 3.03 7.76 -0.13 0.234
C 2.27 7.22 -1.26 -0.873
C 4.46 7.46 0.00 -0.896
H 1.38 8.85 0.55 0.324
H 2.70 7.60 -2.20 0.516
H 1.31 7.69 -1.18 0.268
H 2.22 6.11 -1.19 0.121
H 4.66 6.49 -0.43 0.226
H 5.06 8.25 -0.51 0.322
H 4.69 7.55 1.07 0.313
C 5.98 -2.28 1.53 0.053
O 6.82 -3.04 2.00 -0.659
N 5.14 -2.60 0.51 0.468
C 4.15 -1.63 0.00 0.144
C 5.05 -4.03 -0.03 -0.522
H 5.80 -1.28 1.93 0.360
H 3.18 -2.15 0.01 -0.132
H 4.37 -1.37 -1.05 -0.170
H 4.22 -0.82 0.71 -0.017
H 5.24 -4.07 -1.11 0.001
H 5.82 -4.48 0.58 0.389
H 4.03 -4.33 0.25 0.113
C -0.62 2.62 -5.20 0.066
O -1.82 2.59 -5.10 -0.617
N 0.17 1.54 -4.94 0.147
C 1.57 1.72 -4.82 -0.241
C -0.45 0.35 -4.31 -0.517
H -0.06 3.52 -5.44 0.378
H 1.80 2.80 -4.88 -0.056
H 2.11 1.22 -5.66 0.235
H 1.97 1.42 -3.87 0.016
H -0.30 0.52 -3.25 0.092
H -1.51 0.30 -4.48 0.360
H 0.11 -0.56 -4.53 0.191
C 1.95 -5.17 5.95 -0.059
O 2.09 -3.97 5.80 -0.617
N 0.94 -5.88 5.39 0.186
C -0.11 -5.23 4.52 -0.432
C 0.97 -7.32 5.35 -0.872
H 2.66 -5.72 6.53 0.330
H -1.12 -5.55 4.80 0.375
H 0.18 -5.49 3.50 0.069
H 0.04 -4.15 4.66 -0.017
H 1.74 -7.58 6.08 0.345
H 0.04 -7.73 5.70 0.292
H 1.26 -7.66 4.34 0.235
C 3.33 -4.21 -3.13 -0.263
O 2.80 -5.25 -2.83 -0.549
N 2.64 -3.10 -3.48 0.209
C 3.37 -1.88 -3.92 -0.598
C 1.18 -3.04 -3.42 1.256
H 4.44 -4.09 -3.12 0.635
H 4.43 -2.12 -3.95 0.194
H 3.16 -1.07 -3.23 0.044
H 2.94 -1.60 -4.88 0.319
H 0.72 -3.09 -4.42 0.387
H 0.84 -3.91 -2.82 -1.092
H 0.79 -2.19 -2.83 -0.525
C -4.00 -3.26 0.82 -0.428
O -3.55 -2.17 1.17 -0.859
N -4.07 -4.36 1.59 0.601
C -4.46 -5.56 0.99 -1.199
C -3.59 -4.43 2.95 -0.889
H -4.58 -3.38 -0.10 0.460
H -4.72 -5.31 -0.02 0.291
H -5.39 -5.84 1.52 0.385
H -3.72 -6.34 1.04 0.343
H -2.96 -5.31 3.02 0.396
H -2.99 -3.56 3.22 0.032
H -4.43 -4.57 3.62 0.286
C -3.79 0.57 2.52 0.249
O -3.97 1.43 1.67 -0.615
N -3.41 0.85 3.80 0.207
C -2.93 -0.23 4.63 0.302
C -3.25 2.26 4.19 -0.366
H -3.97 -0.51 2.31 0.355
H -3.58 -0.26 5.55 0.375
H -1.87 -0.16 4.92 -0.308
H -3.08 -1.12 4.03 -0.255
H -3.54 2.82 3.32 -0.036
H -3.87 2.50 5.04 0.315
H -2.19 2.35 4.40 -0.013
C -2.59 -2.25 -2.25 0.290
O -2.42 -3.39 -2.61 -0.875
N -3.46 -1.36 -2.74 0.595
C -4.62 -1.72 -3.64 -1.106
C -3.47 -0.04 -2.07 -0.316
H -1.92 -1.81 -1.51 0.394
H -5.55 -1.60 -3.09 0.305
H -4.50 -2.75 -3.95 0.321
H -4.60 -1.01 -4.45 0.306
H -4.15 0.05 -1.21 -0.053
H -2.45 0.15 -1.74 -0.202
H -3.75 0.65 -2.83 0.329
C -6.79 -1.73 0.35 -0.195
O -6.72 -2.31 -0.71 -0.636
N -7.32 -2.23 1.51 0.236
C -7.44 -1.46 2.68 -0.851
C -8.20 -3.48 1.50 -0.809
H -6.33 -0.76 0.44 0.599
H -6.89 -1.82 3.57 0.294
H -8.48 -1.22 2.97 0.336
H -6.84 -0.54 2.59 0.228
H -9.04 -3.24 2.16 0.355
H -8.61 -3.67 0.49 0.313
H -7.61 -4.37 1.70 0.135
N 2.99 -1.59 4.54 0.899
C 4.02 -0.68 4.45 -1.386
C 3.73 0.24 3.41 -1.220
C 2.47 -0.19 2.87 1.815
C 2.02 -1.29 3.55 -1.942
H 2.80 -2.34 5.19 0.340
H 4.89 -0.78 5.08 0.445
H 4.38 1.02 3.02 0.689
H 1.99 0.33 2.04 -0.127
H 1.09 -1.82 3.52 0.613
N 2.19 5.20 2.63 0.109
C 1.03 5.36 1.84 -1.267
C 0.37 4.16 1.79 -0.198
C 1.15 3.23 2.56 -0.614
C 2.25 3.86 3.05 -0.859
H 2.86 5.93 2.83 0.247
H 0.76 6.31 1.41 0.588
H -0.54 3.93 1.28 0.873
H 0.94 2.17 2.62 0.646
H 3.08 3.46 3.63 0.540
N 0.13 6.02 -4.55 0.397
C 1.35 5.56 -4.02 -0.712
C 2.35 5.76 -4.94 -0.414
C 1.71 6.27 -6.12 -0.827
C 0.38 6.40 -5.85 -0.619
H -0.77 6.06 -4.07 0.151
H 1.45 5.21 -3.01 0.667
H 3.42 5.56 -4.88 0.547
H 2.28 6.47 -7.03 0.424
H -0.37 6.91 -6.41 0.479
N 2.98 3.14 -0.08 1.463
C 2.47 3.41 -1.32 -1.041
C 3.46 3.71 -2.17 0.202
C 4.64 3.54 -1.44 -1.808
C 4.34 3.20 -0.17 -1.117
H 2.48 2.77 0.72 -0.450
H 1.40 3.42 -1.48 0.796
H 3.41 3.97 -3.21 0.455
H 5.66 3.66 -1.77 0.894
H 4.99 2.94 0.65 0.547
N -1.09 -0.81 0.90 2.449
C -0.09 -1.54 0.21 -2.115
C 0.70 -0.63 -0.44 0.154
C 0.26 0.67 -0.14 -0.084
C -0.86 0.53 0.64 -1.234
H -1.97 -1.19 1.25 -0.288
H -0.03 -2.60 0.16 1.019
H 1.46 -0.78 -1.18 0.242
H 0.68 1.57 -0.53 -0.203
H -1.52 1.28 1.01 0.549
N 1.80 -6.72 0.90 0.269
C 2.47 -6.57 2.12 -1.572
C 2.50 -5.24 2.47 -0.661
C 1.66 -4.60 1.50 1.387
C 1.29 -5.50 0.55 -0.982
H 1.62 -7.57 0.43 0.189
H 2.99 -7.41 2.53 0.629
H 3.02 -4.70 3.26 0.518
H 1.56 -3.52 1.50 -0.158
H 0.76 -5.33 -0.36 0.541
N 0.53 0.34 5.75 0.325
C -0.27 1.38 6.11 -0.921
C -0.88 1.02 7.30 -0.631
C -0.46 -0.27 7.60 -0.935
C 0.42 -0.68 6.64 -0.115
H 0.91 0.23 4.82 0.133
H -0.31 2.29 5.56 0.728
H -1.49 1.70 7.84 0.488
H -0.67 -0.85 8.47 0.485
H 1.02 -1.57 6.48 0.313
```

Computed properties:
Orbital gap = 8.36 eV
Total charge = 0
HOMO level = -8.27 eV
Multiplicity = 1

---

Entry 2:
# C67H132Cl2N15O

A 11-piece molecular cluster, C67H132Cl2N15O overall at a distorted geometry (ωB97M-V with the def2-TZVPD basis set, OMol25).

```
217
Properties=species:S:1:pos:R:3:mulliken_charge:R:1
C -7.90 4.34 8.50 -1.546
C -7.65 4.79 7.07 1.315
C -8.46 3.95 6.04 -1.122
C -9.99 3.96 6.29 -0.648
C -10.51 5.16 6.97 -1.194
C -9.74 6.41 6.52 1.111
N -8.26 6.14 6.88 0.898
O -7.53 7.18 6.92 -0.360
C -10.15 7.60 7.35 -1.637
C -9.86 6.58 4.98 -1.494
C -6.19 4.90 6.72 -1.828
H -7.56 3.34 8.47 0.434
H -8.90 4.46 8.91 0.304
H -7.34 4.85 9.23 0.474
H -8.06 2.95 6.18 0.624
H -8.10 4.27 5.03 0.347
H -10.38 3.04 6.72 0.377
H -10.42 3.95 5.27 0.331
H -10.60 4.99 8.04 0.354
H -11.59 5.32 6.70 0.517
H -9.91 7.47 8.40 0.416
H -11.27 7.69 7.24 0.407
H -9.73 8.51 6.98 0.442
H -9.71 5.77 4.29 0.343
H -9.29 7.47 4.72 0.432
H -10.92 6.86 4.81 0.410
H -5.78 3.89 6.54 0.384
H -5.64 5.41 7.46 0.435
H -6.06 5.39 5.78 0.473
C -0.81 5.38 -13.51 -1.412
C -0.29 4.03 -13.15 -0.423
C -0.38 3.82 -11.63 -0.349
C 0.31 2.47 -11.23 -1.179
N 0.18 2.08 -9.74 0.175
C 0.73 0.71 -9.44 -0.639
C 0.01 0.30 -8.15 -0.865
C -1.36 1.00 -8.14 -0.668
C -1.36 1.90 -9.35 -0.612
C 0.79 3.11 -8.78 -1.203
C 2.29 3.41 -8.89 -0.242
C 2.50 4.51 -7.85 -1.329
H -0.76 5.60 -14.57 0.382
H -0.31 6.11 -12.88 0.354
H -1.83 5.65 -13.38 0.382
H 0.74 3.92 -13.48 0.373
H -0.75 3.27 -13.75 0.374
H -1.44 3.77 -11.36 0.290
H 0.13 4.67 -11.20 0.340
H 1.37 2.44 -11.48 0.557
H -0.20 1.64 -11.77 0.434
H 1.83 0.77 -9.44 0.501
H 0.45 0.11 -10.29 0.533
H 0.65 0.45 -7.28 0.334
H -0.07 -0.78 -8.10 0.441
H -1.47 1.50 -7.21 0.322
H -2.13 0.28 -8.09 0.453
H -1.94 2.86 -9.28 0.409
H -1.73 1.32 -10.20 0.428
H 0.55 2.67 -7.81 0.578
H 0.21 4.05 -8.78 0.488
H 2.53 3.67 -9.89 0.383
H 2.91 2.54 -8.68 0.309
H 3.55 4.77 -7.87 0.422
H 2.31 4.23 -6.82 0.320
H 1.83 5.36 -8.09 0.340
C 1.51 -11.55 2.89 -1.253
C 2.05 -10.59 1.79 -0.677
C 1.03 -9.74 1.01 -0.475
C 1.68 -8.94 -0.15 -0.943
N 0.81 -8.33 -1.18 0.355
C -0.40 -7.67 -0.56 -0.735
C -0.90 -6.64 -1.62 -0.717
C 0.32 -6.44 -2.64 -0.567
C 1.51 -7.18 -1.95 -0.828
C 0.38 -9.51 -2.09 -0.695
C 1.42 -10.05 -3.07 -0.324
C 0.91 -11.30 -3.86 -1.362
H 0.97 -12.39 2.46 0.352
H 0.91 -10.97 3.60 0.321
H 2.43 -11.95 3.32 0.376
H 2.66 -11.17 1.10 0.405
H 2.71 -9.90 2.32 0.316
H 0.59 -9.08 1.68 0.432
H 0.28 -10.39 0.59 0.383
H 2.43 -9.58 -0.67 0.314
H 2.24 -8.08 0.32 0.421
H -1.09 -8.42 -0.22 0.441
H 0.00 -7.04 0.26 0.472
H -1.78 -6.98 -2.19 0.337
H -1.26 -5.71 -1.16 0.362
H 0.02 -6.96 -3.57 0.287
H 0.56 -5.38 -2.77 0.403
H 2.26 -7.60 -2.61 0.497
H 1.92 -6.47 -1.26 0.592
H -0.54 -9.19 -2.56 0.601
H 0.12 -10.21 -1.30 0.207
H 2.35 -10.30 -2.58 0.303
H 1.64 -9.26 -3.79 0.296
H 0.91 -12.28 -3.31 0.351
H 1.63 -11.44 -4.66 0.398
H -0.09 -11.25 -4.38 0.335
C 5.67 4.70 5.37 -0.986
C 5.58 3.57 6.40 -0.507
N 5.57 2.21 5.63 0.051
C 6.64 1.63 4.98 -0.420
C 6.17 0.50 4.45 -0.340
N 4.83 0.40 4.77 0.195
C 4.45 1.49 5.47 -0.076
C 3.87 -0.54 4.27 -0.916
H 5.34 5.60 5.85 0.358
H 4.97 4.41 4.60 0.319
H 6.66 4.79 4.91 0.332
H 4.63 3.72 6.94 0.308
H 6.40 3.46 7.08 0.367
H 7.62 2.09 5.03 0.460
H 6.70 -0.25 3.92 0.472
H 3.51 1.61 5.95 0.401
H 4.39 -1.24 3.58 0.311
H 3.04 -0.03 3.73 0.363
H 3.41 -1.23 4.95 0.298
C -0.19 -8.45 9.60 -1.196
C 1.28 -8.45 10.04 -0.171
N 2.14 -8.18 8.80 0.126
C 1.88 -7.39 7.72 -0.333
C 2.97 -7.39 6.90 -0.411
N 3.89 -8.26 7.47 0.086
C 3.38 -8.67 8.66 -0.188
C 5.21 -8.71 6.97 -0.829
H -0.88 -8.54 10.43 0.389
H -0.38 -9.19 8.80 0.331
H -0.46 -7.46 9.25 0.334
H 1.63 -9.38 10.47 0.348
H 1.45 -7.60 10.67 0.260
H 1.01 -6.78 7.46 0.324
H 3.02 -6.85 5.98 0.557
H 3.84 -9.33 9.41 0.370
H 5.27 -9.78 6.98 0.331
H 5.93 -8.22 7.62 0.354
H 5.28 -8.31 5.96 0.318
C 9.92 1.47 -4.29 -1.038
C 10.54 0.24 -3.70 -0.465
N 9.50 -0.54 -2.97 0.034
C 8.74 -0.02 -2.02 -0.371
C 7.89 -1.01 -1.63 -0.426
N 8.16 -2.13 -2.37 0.100
C 9.11 -1.82 -3.23 0.005
C 7.37 -3.36 -2.44 -0.846
H 8.83 1.39 -4.56 0.319
H 10.41 1.73 -5.24 0.342
H 9.98 2.31 -3.56 0.347
H 11.25 0.50 -2.91 0.325
H 11.03 -0.43 -4.39 0.385
H 8.80 0.97 -1.63 0.408
H 7.18 -1.06 -0.84 0.490
H 9.47 -2.59 -3.90 0.369
H 7.97 -4.15 -2.77 0.346
H 6.55 -3.33 -3.15 0.343
H 6.98 -3.61 -1.48 0.334
C -0.52 10.11 1.54 -1.122
C 0.14 10.78 0.39 -0.378
N 1.17 9.88 -0.28 0.133
C 2.41 10.31 -0.67 -0.421
C 3.18 9.20 -0.85 -0.362
N 2.38 8.08 -0.57 0.134
C 1.16 8.55 -0.26 -0.188
C 2.70 6.66 -0.82 -0.819
H -1.18 10.94 1.94 0.337
H 0.21 9.80 2.28 0.368
H -0.96 9.17 1.26 0.351
H 0.73 11.62 0.61 0.372
H -0.50 11.15 -0.37 0.359
H 2.57 11.35 -0.72 0.468
H 4.19 9.06 -1.16 0.436
H 0.34 7.90 0.01 0.334
H 3.80 6.45 -0.69 0.266
H 2.42 6.41 -1.84 0.362
H 2.07 6.03 -0.24 0.367
C -0.07 -1.96 -0.55 -1.071
C 0.40 -1.41 0.74 -0.312
N -0.77 -1.36 1.70 0.368
C -1.14 -2.43 2.53 -0.269
C -1.96 -1.92 3.50 -0.706
N -2.15 -0.56 3.22 0.167
C -1.40 -0.25 2.18 0.261
C -3.15 0.36 3.83 -0.918
H -0.11 -3.04 -0.56 0.211
H 0.67 -1.68 -1.35 0.347
H -1.07 -1.56 -0.77 0.328
H 0.71 -0.39 0.66 0.374
H 1.14 -2.04 1.27 0.197
H -0.72 -3.39 2.30 0.473
H -2.49 -2.41 4.28 0.445
H -1.32 0.78 1.76 -0.199
H -4.08 -0.08 3.54 0.398
H -3.07 1.34 3.35 0.293
H -3.17 0.40 4.92 0.317
C -3.65 5.00 -2.43 -0.988
C -3.80 3.99 -1.27 -0.220
N -4.81 2.94 -1.74 0.190
C -4.54 1.95 -2.65 -0.533
C -5.72 1.30 -2.79 -0.299
N -6.70 1.94 -2.09 0.085
C -6.13 2.96 -1.44 -0.157
C -8.09 1.58 -2.08 -0.784
H -3.36 4.41 -3.33 0.307
H -2.99 5.83 -2.17 0.333
H -4.58 5.47 -2.61 0.351
H -4.16 4.48 -0.36 0.342
H -2.88 3.41 -1.04 -0.011
H -3.52 1.72 -2.97 0.484
H -5.98 0.41 -3.32 0.439
H -6.55 3.75 -0.88 0.435
H -8.68 2.44 -2.38 0.337
H -8.31 1.25 -1.09 0.359
H -8.31 0.72 -2.72 0.296
Cl -0.98 2.22 0.40 -0.783
Cl 2.14 -4.38 2.16 -0.854
```

Computed properties:
Orbital gap = 5.03 eV
Total charge = +7
HOMO level = -17.08 eV
Multiplicity = 1

---

- Which value of HOMO level does entry 1 give?
  -8.27 eV